Entry 1:
8
Properties=species:S:1:pos:R:3:forces:R:3 method="wB97M-V/def2-TZVPD" e_homo_ev=-9.8801 smiles="O=C1C[C@H]1Cl" de_lowest_kj_mol=142.2 max_force_ev_per_a=3.7 charge=0 gap_ev=10.101
C -0.6488 0.4780 -0.4771 0.3 1.0 0.0
H -0.6116 -0.5289 1.4185 0.5 1.0 0.3
O -1.4996 0.8402 -1.2251 -0.3 0.2 0.7
C 0.5613 -0.2864 -0.4986 0.5 -0.5 1.4
Cl 0.1822 -2.0599 -0.8258 0.9 1.6 0.2
H 0.5753 1.0083 1.4353 -0.2 0.2 0.2
C -0.0926 0.3274 0.9408 -0.5 -2.2 -3.0
H 1.5339 0.2213 -0.7680 -1.2 -1.2 0.0

***

Entry 2:
8
Properties=species:S:1:pos:R:3:forces:R:3 method="wB97M-V/def2-TZVPD" e_homo_ev=-8.2969 de_lowest_kj_mol=470.0 max_force_ev_per_a=3.2 charge=0 gap_ev=8.098
H -1.3447 -1.4167 1.4091 -0.9 0.9 -0.5
H 1.3135 1.5740 -0.9664 1.1 -1.1 0.8
C -1.5986 0.4286 0.1905 -0.5 2.4 -2.1
C -1.7066 -0.5535 0.8346 0.7 -2.5 1.9
C 1.1250 -0.5357 0.0854 0.6 -1.7 -0.4
H 1.5454 -1.6320 0.0656 0.0 2.0 0.3
Cl -1.4985 1.6902 -0.9137 -0.1 -0.7 0.9
S 2.1646 0.4451 -0.7050 -0.8 0.7 -0.8

***

Entry 3:
9
Properties=species:S:1:pos:R:3:forces:R:3 method="wB97M-V/def2-TZVPD" e_homo_ev="-13.9063 / -13.9179" de_lowest_kj_mol=79.8 max_force_ev_per_a=2.6 charge=+1 gap_ev="7.782 / 7.827" spin_multiplicity=5
C -0.8823 -1.2207 -0.0295 -0.2 0.5 0.0
C 1.0594 0.8851 -0.1081 -1.7 1.8 -0.9
H -0.0708 -1.5642 -0.6707 -0.1 0.1 0.3
H -1.9475 0.4345 0.8120 0.2 0.0 -0.3
O -0.2492 1.0947 -0.1275 1.5 -0.4 -0.3
Cr 3.0000 0.4910 0.1647 -0.4 0.3 -0.3
H -1.5397 -1.9627 0.4234 0.1 0.2 -0.4
O 1.7478 1.7755 -0.6726 0.7 -1.2 0.8
C -1.1176 0.0668 0.2082 -0.2 -1.3 1.2

***

Entry 4:
9
Properties=species:S:1:pos:R:3:forces:R:3 method="wB97M-V/def2-TZVPD" e_homo_ev="-11.2479 / -14.1655" de_lowest_kj_mol=40.9 max_force_ev_per_a=3.1 charge=+1 gap_ev="6.459 / 8.559" spin_multiplicity=3
Li -0.7257 -1.6719 0.4487 -0.1 -0.1 0.1
C 0.5915 0.2525 -0.4842 1.8 -2.0 -0.8
C -1.3586 0.8696 0.4787 -1.7 -2.4 1.1
C 1.1815 -0.8530 0.0953 -1.2 2.6 0.3
H -1.9279 1.7363 0.0740 0.2 0.0 0.1
O -1.8871 -0.1511 0.8969 1.3 2.3 -1.1
Cu 2.6214 0.4691 -1.2708 -1.1 -0.3 0.7
H -0.0619 0.0476 -1.3562 0.1 0.4 -0.1
H 1.5667 -0.6991 1.1176 0.8 -0.6 -0.4